[1]
# C26H32NO3

2 unconnected molecules or ions with the total composition C26H32NO3 (wB97M-V/def2-TZVPD, the Open Molecules 2025 dataset).

```
62
Properties=species:S:1:pos:R:3:lowdin_charge:R:1
C -0.5111 0.1358 6.3177 -0.14
C -0.6861 -1.5187 6.1768 -0.22
C -0.4605 -2.0189 4.6080 -0.32
C -0.6634 -3.6343 4.4027 -0.10
C -1.3396 -1.1041 3.5188 -0.05
C -2.8265 -0.4861 3.8626 0.01
C -3.5646 0.4466 2.6924 -0.04
C -2.8681 0.7488 1.2085 -0.02
C -1.3935 0.1257 0.8581 -0.03
C -0.6768 -0.8065 2.0467 0.02
C 0.8310 -1.3963 1.6262 -0.19
O 1.2883 -2.6034 1.9684 -0.03
C 1.7258 -0.3463 0.6788 0.06
C 1.0880 0.5017 -0.4034 -0.06
C 1.9698 1.5524 -1.3617 -0.14
C 3.2763 2.1828 -0.6168 -0.21
C 4.7250 1.8764 -1.2973 -0.20
C 4.8582 0.4818 -2.1331 -0.16
C 5.3609 0.6170 -3.7230 -0.03
C 5.5741 -0.7006 -4.6874 -0.08
C 5.3001 -2.2468 -4.1529 -0.07
C 4.7980 -2.3797 -2.5635 -0.06
C 4.5979 -1.0396 -1.5887 -0.03
C -0.5713 0.3800 -0.5760 -0.16
O -1.2161 0.4929 -1.7398 -0.07
H 0.2007 0.4267 7.2026 0.08
H -1.6072 0.5522 6.4185 0.07
H -0.0467 0.6154 5.3322 0.08
H 0.2245 -1.9793 6.7950 0.12
H -1.7183 -1.8930 6.5857 0.11
H 0.6911 -1.8000 4.3822 0.14
H -1.5318 -3.9323 3.6749 0.09
H -0.7847 -4.1580 5.4632 0.09
H 0.3377 -4.0981 3.9481 0.09
H -3.3467 -0.6990 4.9066 0.11
H -4.6296 0.8799 3.0039 0.09
H -3.4367 1.4469 0.4457 0.08
H 2.8710 -0.3163 0.9152 0.11
H 1.2186 2.4609 -1.5549 0.12
H 2.1562 1.0746 -2.4124 0.12
H 3.1495 3.3702 -0.6122 0.12
H 3.3736 1.8960 0.5378 0.12
H 5.0371 2.7845 -1.9751 0.11
H 5.5120 1.8111 -0.4020 0.13
H 5.5989 1.7033 -4.1573 0.09
H 5.9658 -0.5654 -5.8006 0.08
H 5.4658 -3.2053 -4.8390 0.09
H 4.5901 -3.4813 -2.1556 0.09
H 4.2796 -1.2214 -0.4781 0.06
C -5.1801 2.9466 -4.5572 0.05
C -5.7261 1.6749 -3.9779 -0.43
O -6.8416 1.5016 -3.5369 0.18
N -4.9425 0.5007 -3.9298 0.07
C -3.7351 0.6307 -3.0937 0.01
H -5.9075 3.7498 -4.4355 0.11
H -4.2640 3.2305 -4.0345 0.10
H -4.9695 2.7970 -5.6181 0.11
H -4.6723 0.2708 -4.8888 0.20
H -5.5950 -0.2101 -3.5709 0.20
H -3.0786 1.3872 -3.5375 0.11
H -3.2310 -0.3332 -3.0811 0.11
H -4.0430 0.9206 -2.0847 0.11
```

Orbital gap   0.23026 Ha
Relative energy (zero: lowest compared OMol25 entry of this formula, charge and spin)   23.8329 eV
HOMO energy   -10.0 eV
Net charge   +1

[2]
# C26H33BrN2NaO6P2S2

A molecular structure, C26H33BrN2NaO6P2S2 (wB97M-V/def2-TZVPD, the Open Molecules 2025 dataset).

```
73
Properties=species:S:1:pos:R:3:lowdin_charge:R:1
Na -0.3802 1.3432 1.1915 0.12
S -4.0967 -0.9695 3.3319 0.94
C -2.9507 -0.9494 4.6005 -0.47
C -1.7312 -0.5129 4.1655 -0.26
C -1.6440 -0.1519 2.7755 -0.17
C -2.8730 -0.3722 2.2068 -0.54
C -3.2627 -0.1514 0.8028 -0.30
C -4.4521 -0.6708 0.2732 -0.06
C -4.7856 -0.4170 -1.0407 -0.09
C -3.9309 0.3493 -1.8209 -0.08
C -2.7685 0.8101 -1.2280 -0.15
N -2.4300 0.5740 0.0339 0.11
H -3.2395 -1.2443 5.5994 0.05
H -0.8945 -0.4334 4.8541 0.08
H -5.0925 -1.2828 0.8942 0.08
H -5.7041 -0.8166 -1.4552 0.10
H -4.1507 0.5831 -2.8537 0.09
H -2.0716 1.4129 -1.8000 0.08
C 1.7968 -0.3841 -4.7446 -0.17
O 1.7810 0.2893 -3.4975 -0.37
P 0.5514 -0.1178 -2.4614 0.87
O 1.1984 -1.3802 -1.6821 -0.38
C 2.5356 -1.3279 -1.1728 -0.11
O 0.8711 1.0269 -1.3540 -0.38
C 0.8480 2.4172 -1.7319 -0.13
H 2.2479 -1.3759 -4.6485 0.08
H 2.3923 0.2100 -5.4360 0.08
H 0.7872 -0.4991 -5.1507 0.07
H 2.5347 -1.7919 -0.1871 0.06
H 2.8890 -0.3019 -1.0876 0.07
H 3.1970 -1.8853 -1.8387 0.09
H 1.4314 2.9546 -0.9933 0.04
H -0.1702 2.8062 -1.6979 0.06
H 1.2902 2.5517 -2.7184 0.08
S -0.6263 4.1140 1.0982 0.48
C 0.6591 5.0450 0.3734 -0.78
C 1.8834 5.2660 1.0297 -0.19
C 2.9151 5.9752 0.4351 -0.14
C 2.7732 6.5021 -0.8445 -0.14
C 1.5684 6.3074 -1.5092 -0.12
C 0.5358 5.5983 -0.9139 -0.17
H 2.0053 4.8616 2.0267 0.08
H 3.8423 6.1207 0.9799 0.09
H 3.5806 7.0546 -1.3094 0.08
H 1.4290 6.7143 -2.5053 0.09
H -0.4007 5.4570 -1.4412 0.09
C 0.8619 -4.4429 -0.6114 -0.16
O -0.5010 -4.4289 -0.2150 -0.35
P -1.1352 -2.9465 0.1869 0.88
O -1.8137 -2.4880 -1.2015 -0.37
C -2.7826 -3.2824 -1.8778 -0.12
O -2.4658 -3.5370 0.9184 -0.35
C -2.3218 -3.8331 2.3085 -0.15
H 0.9823 -4.0901 -1.6382 0.08
H 1.2170 -5.4704 -0.5361 0.08
H 1.4702 -3.8074 0.0390 0.05
H -2.9308 -2.8288 -2.8562 0.08
H -3.7231 -3.2794 -1.3266 0.07
H -2.4295 -4.3087 -1.9923 0.08
H -3.3195 -3.9950 2.7079 0.08
H -1.8688 -2.9924 2.8416 0.05
H -1.7213 -4.7370 2.4441 0.08
Br 3.5559 2.1786 0.9510 0.84
C 3.1175 0.4672 1.6339 -0.75
C 4.1392 -0.4312 1.9130 -0.12
C 3.7762 -1.6754 2.3977 -0.08
C 2.4321 -1.9658 2.5775 -0.07
C 1.4951 -0.9924 2.2672 -0.13
N 1.8377 0.2143 1.8005 0.06
H 5.1704 -0.1546 1.7504 0.10
H 4.5380 -2.4094 2.6305 0.11
H 2.1061 -2.9267 2.9520 0.10
H 0.4251 -1.1447 2.3871 0.05
```

Orbital gap   0.21579 Ha
Relative energy (zero: lowest compared OMol25 entry of this formula, charge and spin)   0.2226 eV
HOMO energy   -3.8 eV
Net charge   -1

[3]
# C26H33BrN3O2RuS

A molecular structure, C26H33BrN3O2RuS (wB97M-V/def2-TZVPD, the Open Molecules 2025 dataset).

```
67
Properties=species:S:1:pos:R:3:lowdin_spin:R:1
Ru -0.4961 1.1429 0.3187 2.23
Br 6.7054 3.0298 0.6539 0.00
C 4.9872 2.2558 0.4506 0.01
C 4.8732 0.9074 0.1436 0.08
C 3.6099 0.3679 -0.0159 0.01
C 2.4485 1.1304 0.1214 0.06
O 1.2896 0.4855 -0.1018 0.17
C 2.5704 2.5032 0.4573 0.03
C 1.4796 3.4148 0.6389 0.29
N 0.1999 3.0546 0.6762 0.08
C -0.8367 3.9495 0.7301 0.05
C -0.7501 5.3402 0.5628 0.12
C -1.8945 6.1299 0.6227 0.00
C -3.1447 5.5966 0.8551 0.12
C -3.2833 4.2013 1.0200 0.00
C -4.5083 3.5546 1.2647 0.09
C -4.5673 2.1834 1.4108 0.00
C -3.4078 1.4386 1.2687 0.09
N -2.2276 2.0194 1.0278 0.03
C -2.1309 3.3748 0.9407 0.00
C 3.8665 3.0356 0.6054 0.07
H 5.7550 0.2933 0.0261 0.00
H 3.4946 -0.6768 -0.2699 0.00
H 1.7319 4.4585 0.7874 0.02
H 0.2029 5.8042 0.3557 0.01
H -1.7957 7.1977 0.4729 0.00
H -4.0231 6.2253 0.9096 0.01
H -5.4111 4.1496 1.3294 0.00
H -5.5030 1.6816 1.6117 0.00
H -3.3994 0.3590 1.3245 0.01
H 3.9718 4.0841 0.8526 0.00
C 0.4816 -4.2872 3.0620 0.00
C 1.5899 -3.4701 2.4051 0.00
C 1.0522 -2.3203 1.5545 0.00
S 0.6129 -2.7619 -0.1437 0.03
O -0.1630 -4.0409 -0.0751 0.00
C 2.3010 -3.1794 -0.7483 0.01
C 2.3279 -4.5465 -1.4177 0.00
C 1.5703 -4.5796 -2.7401 0.00
H 0.8948 -5.1369 3.6071 0.00
H -0.2105 -4.6615 2.3100 0.00
H -0.0783 -3.6760 3.7735 0.00
H 2.2147 -4.1292 1.7970 0.00
H 2.2448 -3.0499 3.1723 0.00
H 1.7497 -1.4866 1.4524 0.00
H 0.1238 -1.9291 1.9800 0.00
H 3.0048 -3.1271 0.0824 0.00
H 2.5492 -2.3911 -1.4622 0.00
H 1.9028 -5.2823 -0.7331 0.00
H 3.3745 -4.8166 -1.5799 0.00
H 0.4971 -4.4899 -2.5720 0.00
H 1.7472 -5.5176 -3.2672 0.00
H 1.8870 -3.7642 -3.3954 0.00
C -3.1850 -1.5959 -1.3191 0.03
C -2.0282 -0.6494 -1.6610 0.12
C -2.5696 0.6878 -2.1940 0.05
C -1.1383 -1.2970 -2.7326 0.03
N -1.2636 -0.3962 -0.4729 1.13
H -3.7678 -1.8136 -2.2160 0.00
H -3.8481 -1.1454 -0.5788 0.00
H -2.7972 -2.5328 -0.9172 0.00
H -3.0179 0.5415 -3.1785 0.01
H -1.7641 1.4199 -2.3104 0.01
H -3.3280 1.1027 -1.5285 0.00
H -1.7050 -1.3962 -3.6604 0.00
H -0.8140 -2.2877 -2.4202 0.00
H -0.2545 -0.6861 -2.9239 0.00
```

Orbital gap (alpha / beta)   0.17665 / 0.23028 Ha
Multiplicity   6
Relative energy (zero: lowest compared OMol25 entry of this formula, charge and spin)   0.9259 eV
HOMO energy (alpha / beta)   -5.4 / -7.9 eV
⟨S²⟩   8.8419

[4]
# C26H33IN2O4S3

3 unconnected molecules or ions with the total composition C26H33IN2O4S3 (wB97M-V/def2-TZVPD, the Open Molecules 2025 dataset).

```
69
Properties=species:S:1:pos:R:3:lowdin_charge:R:1
C -2.6805 -0.5338 1.6206 0.08
C -2.1464 -0.6147 0.4082 -0.06
C -1.7103 -0.9254 -1.1208 -0.03
C -2.3272 -0.1770 -2.3754 -0.08
C -3.4398 0.9805 -2.1858 -0.15
C -4.7795 0.4872 -1.4178 -0.38
C -5.2846 1.7820 -0.5392 -0.12
C -6.0050 0.0801 -2.3959 -0.10
C -1.7655 -0.5954 -3.8189 -0.42
S -2.4162 0.2407 -5.3391 0.67
C -0.6474 -1.7118 -4.0324 -0.24
N -0.0717 -2.0973 -5.3517 0.03
C 0.6918 -1.0991 -5.7984 -0.60
S 1.3260 0.2277 -6.6251 0.64
C -0.0797 -2.4298 -2.7502 -0.32
C -0.5951 -2.0621 -1.2744 -0.12
N -0.0631 -2.7287 -0.0347 -0.07
C -0.6559 -4.1007 0.0182 -0.16
O -1.6827 -4.2423 1.0808 -0.17
O -1.8970 -5.5840 1.1237 -0.08
C 1.4299 -2.7510 -0.0317 -0.17
C 2.1856 -2.2619 1.2665 0.02
C 3.7630 -2.2749 1.3110 -0.12
C 4.5959 -2.7837 0.0597 -0.64
I 6.7841 -2.7076 0.2559 0.69
C 3.8904 -3.2940 -1.2821 -0.09
C 2.2996 -3.2446 -1.2891 -0.37
S 1.2690 -3.7434 -2.7833 0.87
H -3.1588 -0.8335 2.6335 0.07
H -3.7010 1.5218 -3.1749 0.09
H -2.9612 1.7957 -1.4980 0.12
H -4.6185 -0.3885 -0.6900 0.11
H -6.2290 1.4982 0.0834 0.09
H -4.4283 2.1281 0.1767 0.07
H -5.4720 2.6848 -1.2428 0.09
H -6.1304 -1.0787 -2.3108 0.08
H -6.9628 0.5391 -1.9516 0.07
H -5.8406 0.3455 -3.5028 0.08
H -1.8170 1.5209 -5.3153 -0.09
H -1.2274 -4.3108 -0.9768 0.14
H 0.1056 -4.9497 0.1929 0.15
H -2.8259 -5.7725 0.7985 0.13
H 1.5466 -1.8812 2.1612 0.11
H 4.2992 -1.8772 2.2630 0.08
H 4.4800 -3.6777 -2.2019 0.10
C 1.0989 2.5137 0.6817 -0.06
C -0.1806 3.3157 0.8609 -0.49
C -0.1925 4.0481 2.1936 -0.06
O -1.3033 2.4387 0.7921 -0.09
H 1.1975 1.7539 1.4632 0.06
H 1.0884 1.9831 -0.2751 0.08
H 1.9792 3.1622 0.7129 0.08
H -0.2803 4.0369 0.0440 0.14
H -0.1396 3.3413 3.0284 0.08
H -1.1227 4.6110 2.3144 0.08
H 0.6492 4.7423 2.2701 0.08
H -1.2255 1.7949 1.5114 0.06
C 5.4153 1.2978 2.9010 -0.06
C 4.1370 2.1007 3.0840 -0.50
C 4.1274 2.8341 4.4159 -0.06
O 3.0144 1.2223 3.0181 -0.08
H 5.5155 0.5371 3.6827 0.08
H 5.3998 0.7675 1.9441 0.07
H 6.2966 1.9445 2.9289 0.08
H 4.0357 2.8212 2.2670 0.13
H 4.1821 2.1282 5.2514 0.08
H 3.1973 3.3968 4.5380 0.08
H 4.9688 3.5285 4.4902 0.08
H 3.0951 0.5802 3.7380 0.09
```

Orbital gap   0.28064 Ha
Relative energy (zero: lowest compared OMol25 entry of this formula, charge and spin)   14.0368 eV
HOMO energy   -8.3 eV

[5]
# C26H34AuNO

A molecular structure, C26H34AuNO (wB97M-V/def2-TZVPD, the Open Molecules 2025 dataset).

```
63
Properties=species:S:1:pos:R:3:lowdin_spin:R:1
C 2.7208 -0.3318 1.9592 0.07
C 2.8272 -1.0767 0.7602 0.14
C 2.2485 -0.3421 -0.2951 0.20
H 3.3301 -2.0415 0.6559 0.00
C 1.7210 0.8912 0.2375 0.03
C 2.0319 0.8870 1.6694 0.26
H 1.5402 1.7982 -0.3356 0.00
C -0.8818 -2.2833 2.5491 0.04
C -0.0299 -3.2446 2.0013 0.12
C -0.1174 -3.1812 0.5725 0.15
H 0.5583 -3.9859 2.5296 0.01
C -1.0059 -2.1738 0.2364 0.03
C -1.4771 -1.5067 1.4686 0.27
H 2.2575 -0.6397 -1.3425 0.01
H 1.9411 1.7512 2.3234 0.01
H 3.1661 -0.5995 2.9198 0.00
H -2.4514 -1.0079 1.5185 0.01
H 0.3859 -3.8213 -0.1533 0.01
H -1.0637 -2.1030 3.6034 0.00
Au -0.2985 0.4916 1.4128 0.30
C -1.4832 -1.7868 -1.1219 0.00
C -3.0052 -2.0084 -1.0802 0.00
C -0.8811 -2.6570 -2.2268 0.00
H -3.1745 -3.0792 -0.8767 0.00
H -3.4858 -1.7676 -2.0319 0.00
H -3.4916 -1.4381 -0.2789 0.00
H -1.1318 -3.7053 -2.0203 0.00
H 0.2107 -2.5449 -2.2866 0.00
H -1.3281 -2.3768 -3.1874 0.00
C -1.0151 -0.3265 -1.2990 0.01
C -1.8425 0.5001 -2.2469 0.00
H 0.0807 -0.2715 -1.4473 0.00
H -1.2018 0.2498 -0.3470 0.01
O -3.0573 0.6007 -2.0379 0.00
N -1.1602 1.2225 -3.2321 0.00
C -0.0351 2.0992 -2.8252 0.00
H -1.8343 1.7240 -3.8068 0.00
C 1.2830 1.5418 -3.2856 0.00
C 2.4531 2.2259 -2.9385 0.00
H 2.3682 3.1652 -2.3806 0.00
C 3.6901 1.6988 -3.3031 0.00
H 4.5971 2.2300 -3.0183 0.00
C 3.7607 0.5056 -4.0294 0.00
H 4.7285 0.0940 -4.3072 0.00
C 2.5880 -0.1647 -4.3855 0.00
H 2.6171 -1.0907 -4.9522 0.00
C 1.3426 0.3554 -4.0206 0.00
H 0.4065 -0.1296 -4.3104 0.00
H -0.0234 2.2372 -1.7260 0.00
H -0.1925 3.1115 -3.2403 0.00
C -2.6867 1.6755 3.3686 0.01
C -1.2637 1.9804 3.8453 0.04
C -1.2242 2.2758 5.3437 0.02
C -0.3665 0.8102 3.4958 0.21
H -3.1011 0.8155 3.9117 0.00
H -2.6886 1.4363 2.2966 0.00
H -3.3440 2.5363 3.5365 0.00
H -0.8781 2.8469 3.2837 0.00
H -1.5738 1.4029 5.9134 0.00
H -0.2047 2.5252 5.6615 0.00
H -1.8740 3.1281 5.5765 0.00
H 0.6862 0.9896 3.7348 0.01
H -0.6660 -0.1178 3.9910 0.01
```

Orbital gap (alpha / beta)   0.26056 / 0.18455 Ha
Multiplicity   3
HOMO energy (alpha / beta)   -6.8 / -7.4 eV
⟨S²⟩   2.0219

[6]
# C26H34BBrNO2

A molecular structure, C26H34BBrNO2 (wB97M-V/def2-TZVPD, the Open Molecules 2025 dataset).

```
65
Properties=species:S:1:pos:R:3:lowdin_charge:R:1
C 5.7213 3.3931 7.6910 -0.07
O 5.9385 1.9736 7.9368 -0.08
C 4.7668 1.2772 8.1221 -0.25
C 4.7916 -0.1139 8.4227 0.00
C 3.5942 -0.8018 8.4908 -0.06
C 2.3475 -0.1927 8.3132 -0.22
C 1.1484 -1.0969 8.5298 -0.11
C -0.2853 -0.6814 8.8165 -0.21
C -1.3714 -1.4600 8.3869 -0.03
C -2.6559 -1.2263 8.8581 0.00
C -2.8732 -0.2076 9.7858 -0.26
O -4.1832 0.1743 10.1168 -0.02
C -4.9095 0.8231 9.1090 -0.25
C -6.1435 0.2686 8.7454 -0.01
C -6.8351 0.8299 7.6701 -0.08
C -6.3135 1.9474 7.0092 -0.09
C -5.0883 2.4984 7.3912 -0.07
C -4.3704 1.9366 8.4523 -0.01
C -1.7970 0.5358 10.2838 0.00
C -0.5162 0.3008 9.7801 -0.04
C 2.3193 1.1680 7.9914 -0.03
C 3.5056 1.8909 7.9168 -0.03
H 6.6904 3.8497 7.5409 0.09
H 5.1090 3.5307 6.7861 0.09
H 5.2176 3.8554 8.5544 0.10
H 5.7363 -0.6140 8.6442 0.12
H 3.6039 -1.8622 8.7540 0.11
H 1.1523 -1.8669 7.7595 0.12
H -1.2083 -2.2781 7.6870 0.11
H -3.5170 -1.7937 8.5191 0.12
H -6.4858 -0.6258 9.2608 0.12
H -7.7852 0.3831 7.3627 0.11
H -6.8559 2.3790 6.1769 0.10
H -4.6650 3.3673 6.8769 0.11
H -3.3855 2.3021 8.7385 0.12
H -1.9918 1.3039 11.0274 0.12
H 0.3262 0.8633 10.1695 0.12
H 1.3930 1.7088 7.8543 0.11
H 3.4446 2.9589 7.7318 0.09
C 0.5610 -7.0759 11.0327 -0.04
C 1.6160 -5.9686 11.0893 -0.20
N 1.7615 -5.3761 12.4395 -0.23
C 0.5088 -4.6889 12.8633 -0.18
C -0.1174 -3.8245 11.7793 -0.04
C 2.1391 -6.2767 13.5398 -0.14
C 2.7260 -5.2825 14.5523 0.05
B 3.0452 -4.4345 12.7367 -0.81
Br 4.6178 -4.7891 11.6633 0.82
H 1.4115 -1.5528 9.4544 0.09
H 0.5014 -7.5000 10.0195 0.10
H 0.7869 -7.9212 11.7049 0.09
H -0.4656 -6.7323 11.2551 0.09
H 2.5838 -6.3049 10.6999 0.10
H 1.3218 -5.1691 10.4018 0.12
H -0.1772 -5.4762 13.1977 0.14
H 0.7064 -4.0462 13.7394 0.13
H -1.1239 -3.5076 12.0824 0.11
H 0.4880 -2.9239 11.6176 0.09
H -0.2617 -4.3450 10.8239 0.08
H 1.2520 -6.7958 13.9099 0.15
H 2.8452 -7.0571 13.2367 0.16
H 3.3302 -5.7735 15.3118 0.14
H 3.4103 -4.4936 13.9936 0.09
H 1.9400 -4.7122 15.0799 0.13
H 2.7035 -3.3013 12.5608 0.09
```

Orbital gap   0.24589 Ha
Relative energy (zero: lowest compared OMol25 entry of this formula, charge and spin)   1.3122 eV
HOMO energy   -10.0 eV
Net charge   +1

How do the records compare in strongest force on any atom? In the order shown, they have 8.27; 0.16; 0.56; 7.01; 2.17; 4.55 eV/Å.
How do the records compare in E_tot? In the order shown, they have -1289.2948; -5787.0528; -4392.2568; -2912.5527; -1276.6062; -3814.9381 Ha.